Record 1
Computed, not measured: a structure of composition C8H30F6O15PtS2 in a non-equilibrium geometry, with ωB97M-V with the def2-TZVPD basis set.

Its multiplicity is 3. The expectation value of S² is 2.00. The value obtained for the HOMO energy (spin up / spin down) is -9.282 / -9.282 eV. The value obtained for the gap between HOMO and LUMO (spin up / spin down) is 0.2723 / 0.2238 hartree.

Each line ends with the Mulliken charge.
Cartesian coordinates (Å):
Pt -1.0308 2.4788 2.4832  4.00
C -0.7331 1.8273 -1.8663  0.38
F -0.3555 3.0926 -1.6203  -0.18
F -2.0447 1.7817 -1.9146  -0.18
F -0.1859 1.4506 -3.0227  -0.21
S -0.0422 0.7653 -0.5276  0.58
O 1.3784 0.9178 -0.6888  -0.91
O -0.5137 1.4164 0.6897  -1.39
O -0.5206 -0.5815 -0.6989  -0.49
C -4.7726 4.2101 0.2270  0.57
F -6.0740 4.1991 0.0107  -0.19
F -4.0968 4.1343 -0.9152  -0.19
F -4.4509 5.3768 0.8241  -0.25
S -4.3096 2.8067 1.3288  1.00
O -2.8514 2.9706 1.5525  -1.37
O -5.1092 2.9479 2.5087  -0.64
O -4.5619 1.6432 0.5173  -0.64
O -2.6718 -2.2442 -0.5084  -0.66
H -3.3629 -1.7859 -0.0226  0.29
H -1.8886 -1.6725 -0.4353  0.44
O -0.0497 4.2587 1.6298  -0.73
H -0.5710 5.0604 1.4786  0.33
H 0.8130 4.5640 1.9401  0.30
O 1.8726 5.3414 -1.2006  -0.61
H 1.3561 5.6014 -1.9702  0.32
H 1.2282 4.9136 -0.6289  0.29
O -0.2324 -1.4150 -4.2344  -0.54
H -0.3958 -0.5624 -3.8207  0.24
H 0.0887 -1.2096 -5.1182  0.27
O 4.1044 0.6623 -0.1787  -0.64
H 4.2762 -0.0509 0.4419  0.33
H 3.1403 0.6609 -0.3001  0.62
O -2.1877 0.6792 3.0712  -0.63
H -1.8972 -0.1435 3.4847  0.27
H -2.9813 0.4658 2.5562  0.26
O 1.0133 1.9070 3.1197  -0.63
H 1.8264 2.1889 2.6797  0.29
H 1.2749 1.6282 4.0054  0.28
C 2.1533 -1.7520 1.1974  -0.85
C 1.2776 -2.7838 1.8904  0.91
C 1.5315 -2.7082 3.3834  -1.55
O -0.0806 -2.3703 1.6765  -0.55
H 1.9642 -0.7491 1.5952  0.20
H 1.9039 -1.6793 0.1372  0.07
H 3.2162 -1.9496 1.3585  0.43
H 1.4498 -3.8106 1.5666  0.08
H 1.4506 -1.6924 3.7823  0.22
H 2.5546 -3.0148 3.6249  0.40
H 0.8440 -3.3433 3.9444  0.38
H -0.0711 -1.7289 0.9553  0.22
C 2.3707 -2.6557 -2.7221  -0.90
C 1.5688 -3.9339 -2.8190  0.37
C 0.6964 -4.1715 -1.5960  -0.81
O 0.8460 -4.0653 -4.0444  -0.58
H 1.7384 -1.7972 -2.4848  0.01
H 2.8968 -2.4930 -3.6638  0.38
H 3.1368 -2.6714 -1.9413  0.38
H 2.2473 -4.7884 -2.9194  0.26
H 0.1776 -3.2677 -1.2769  0.03
H 1.3901 -4.4185 -0.7748  0.21
H 0.0847 -5.0687 -1.6473  0.39
H 0.1713 -3.3718 -4.0994  0.37


Record 2
Computed, not measured: a cluster of 8 separate species, C8H30O8 in total in a non-equilibrium geometry, with ωB97M-V with the def2-TZVPD basis set.

Its multiplicity is 2. The expectation value of S² is 0.75. The value obtained for the HOMO energy (spin up / spin down) is 4.789 / 3.056 eV. Its total charge is -3. The value obtained for the gap between HOMO and LUMO (spin up / spin down) is 0.0620 / 0.1238 hartree.

Each line ends with the Mulliken charge.
Cartesian coordinates (Å):
C 0.7323 -3.8042 -1.6121  -0.18
O -0.4339 -4.3278 -1.0516  -0.98
H 1.5120 -4.5619 -1.5336  0.33
H 0.5261 -3.6949 -2.6768  0.04
H 0.9577 -2.8367 -1.1634  -0.15
C 0.3097 -0.1781 0.0327  0.28
O -1.0498 -0.0787 -0.2681  -0.81
H 1.0932 -0.0829 -0.7191  -0.25
H 0.5387 0.4526 0.8918  -0.12
H 0.5537 -1.1930 0.3469  0.06
C -0.1638 4.1261 -1.8806  -0.59
O -0.7168 2.8328 -1.8849  -0.35
H 0.6795 4.1925 -2.5680  0.27
H -0.8821 4.9115 -2.1159  0.23
H 0.2292 4.2565 -0.8723  0.21
H -0.0498 2.1873 -2.1299  0.22
C -2.1296 3.6861 2.5983  -1.60
O -1.5713 2.9122 1.4986  -0.12
H -2.9363 4.3382 2.2634  0.46
H -2.5864 2.9615 3.2725  0.22
H -1.5050 4.2328 3.3046  0.43
H -0.9232 2.4133 2.0012  0.24
C -0.0400 1.6325 4.9048  -4.04
O 0.1624 1.6076 3.4828  1.38
H 0.7365 2.2756 5.3189  0.92
H -1.0558 1.8916 5.2033  0.52
H 0.1482 0.6060 5.2195  0.49
H 0.8875 0.9824 3.4122  0.02
C -0.8726 -0.9201 -4.0402  -0.41
O -1.9974 -1.7056 -3.7468  -0.51
H -0.0616 -1.4195 -4.5702  0.21
H -1.2251 -0.0662 -4.6187  0.34
H -0.4803 -0.5978 -3.0757  0.04
H -2.6253 -1.0798 -3.3786  0.30
C 3.4210 -0.7458 -2.5438  -0.30
O 4.0356 -1.2384 -3.7193  -0.59
H 2.3732 -1.0333 -2.4571  -0.07
H 3.8095 -1.3505 -1.7244  0.27
H 3.7291 0.2539 -2.2379  0.32
H 3.5221 -1.9094 -4.1748  0.32
C -0.8650 -3.0898 2.9130  -0.69
O -1.9062 -3.7165 2.1671  -0.45
H -1.1425 -2.0379 2.8452  0.20
H -0.6635 -3.3538 3.9512  0.42
H 0.0697 -3.2868 2.3879  0.23
H -2.1435 -4.4431 2.7478  0.24


Record 3
Computed, not measured: a cluster of 6 separate species, C8H31N2O6 in total in a non-equilibrium geometry, with ωB97M-V with the def2-TZVPD basis set.

Its energy above the lowest of the compared OMol25 structures with the same formula, charge and spin is 86.8 kcal per mole. The value obtained for the HOMO energy is -11.144 eV. Its total charge is +1. The value obtained for the gap between HOMO and LUMO is 0.2452 hartree.

Each line ends with the Mulliken charge.
Cartesian coordinates (Å):
O -0.6499 -0.0723 -1.6040  -0.37
H -0.1847 0.6381 -2.0517  0.44
H -1.4431 -0.3733 -2.0532  0.45
H -0.0640 -0.8027 -1.3924  0.44
C -1.9189 -1.4134 3.6081  -1.40
C -3.2864 -1.7167 2.9351  0.45
C -3.4621 -3.1536 2.3443  -0.74
O -2.7461 -3.3279 1.1368  -0.24
C -2.8908 -4.5459 0.3169  -0.72
N -4.2042 -1.4561 4.0681  -0.76
H -1.1985 -1.7837 2.8787  0.36
H -1.6946 -2.0255 4.4817  0.35
H -1.6552 -0.3660 3.7542  0.37
H -3.5083 -0.9626 2.1800  0.18
H -4.5284 -3.3767 2.3076  0.42
H -3.0895 -3.9339 3.0079  0.32
H -2.4143 -4.3393 -0.6414  0.21
H -3.9139 -4.8311 0.0720  0.30
H -2.3340 -5.3432 0.8092  0.30
H -3.7604 -0.8148 4.7099  0.30
H -4.1169 -2.3283 4.5699  0.30
C 4.9717 3.4994 -1.8943  -1.44
C 3.7382 2.7390 -1.3822  0.42
C 3.4584 3.0114 0.1421  -0.67
O 4.5906 2.6536 0.9646  -0.30
C 4.4545 2.8232 2.3858  -0.74
N 2.6529 3.1900 -2.1531  -0.70
H 4.8974 4.5833 -1.8065  0.38
H 5.1759 3.3437 -2.9536  0.40
H 5.8939 3.3523 -1.3321  0.34
H 3.8526 1.6640 -1.5216  0.24
H 2.6230 2.4534 0.5651  0.33
H 3.2279 4.0565 0.3487  0.32
H 5.3761 2.6250 2.9331  0.26
H 3.6679 2.2450 2.8707  0.29
H 4.2118 3.8672 2.5841  0.32
H 2.6309 4.1961 -2.0673  0.30
H 2.8393 3.1656 -3.1454  0.27
O -5.1966 -0.0693 -2.6717  -0.64
H -5.6673 0.4271 -2.0021  0.32
H -5.8788 -0.5582 -3.1318  0.32
O 2.8237 -2.7587 -0.7277  -0.64
H 3.7176 -2.5835 -0.4335  0.33
H 2.9191 -3.4417 -1.3915  0.32
O -2.2999 0.4439 -6.4470  -0.64
H -3.0098 0.6945 -5.8557  0.31
H -2.6067 0.7061 -7.3149  0.33


Record 4
Computed, not measured: a cluster of 7 separate species, C8H31NO7 in total in a non-equilibrium geometry, with ωB97M-V with the def2-TZVPD basis set.

Its energy above the lowest of the compared OMol25 structures with the same formula, charge and spin is 29.2 kcal per mole. The value obtained for the HOMO energy is -9.053 eV. The structure (SMILES) is COC[C@H](C)N.CCO.CCO.O.O.O.O. The value obtained for the gap between HOMO and LUMO is 0.3428 hartree.

Each line ends with the Mulliken charge.
Cartesian coordinates (Å):
C -18.3594 -16.7248 -19.4974  -0.43
O -17.6268 -15.4772 -19.4326  -0.39
C -18.2504 -14.5164 -18.5578  -0.65
C -18.1814 -14.8086 -17.0678  0.36
C -18.7333 -13.5702 -16.2240  -1.45
N -16.9368 -15.2552 -16.5949  -0.62
H -19.3566 -16.6661 -19.9336  0.34
H -18.5643 -17.0666 -18.4828  0.04
H -17.8104 -17.4643 -20.0804  0.23
H -17.5364 -13.7237 -18.7814  0.36
H -19.2725 -14.2274 -18.8028  0.32
H -18.9105 -15.5955 -16.8744  0.28
H -18.5732 -13.5754 -15.1458  0.36
H -19.7788 -13.2740 -16.3100  0.36
H -18.2526 -12.7482 -16.7544  0.34
H -16.5224 -15.9696 -17.1762  0.27
H -16.2601 -14.5148 -16.7133  0.26
C -25.8295 -18.3642 -20.2395  -0.93
C -25.5536 -19.7997 -20.6523  -0.29
O -24.1529 -19.9736 -20.7988  -0.53
H -25.1546 -17.7603 -20.8461  0.23
H -25.4354 -18.2632 -19.2283  0.25
H -26.9018 -18.1692 -20.2536  0.37
H -26.1640 -20.0641 -21.5158  0.34
H -25.9822 -20.4811 -19.9174  0.28
H -23.7322 -20.0983 -19.9450  0.23
C -18.5286 -20.5184 -18.3517  -0.64
C -17.8302 -19.9686 -17.1531  0.07
O -18.5272 -20.0205 -15.9520  -0.56
H -19.0945 -21.4387 -18.2072  0.37
H -17.8491 -20.5437 -19.2036  0.35
H -19.2871 -19.8579 -18.7719  -0.14
H -17.4739 -18.9385 -17.1505  0.06
H -16.9753 -20.5984 -16.9073  0.23
H -18.2287 -19.3601 -15.3224  0.32
O -22.4696 -19.0707 -22.5289  -0.71
H -23.2016 -19.3864 -21.9991  0.43
H -22.8638 -18.4396 -23.1311  0.30
O -22.5088 -20.5893 -18.3432  -0.64
H -22.6356 -21.5122 -18.1234  0.29
H -21.9334 -20.2556 -17.6549  0.29
O -18.0808 -19.1444 -22.1274  -0.61
H -18.1763 -19.1121 -23.0792  0.29
H -18.9508 -18.9291 -21.7914  0.33
O -20.6802 -18.9451 -20.6008  -0.57
H -21.1136 -18.7865 -21.4395  0.50
H -21.2617 -19.5505 -20.1409  0.13


| no. | E_tot (eV) |
| --- | --- |
| 1 | -80714.391 |
| 2 | -25147.994 |
| 3 | -24053.326 |
| 4 | -24619.555 |